{"formula": "C8H16ClN3O4P", "method": "ωB97M-V/def2-TZVPD", "spin_multiplicity": 1, "smiles": "CP(O)NC1=[N+](CC(=O)Cl)COCN1CCO", "e_tot_ev": -43020.303, "max_force_ev_per_a": 1.32, "e_lumo_ev": -3.6803, "e_homo_ev": -13.13, "charge": 1, "elements": ["Cl", "P", "O", "O", "O", "O", "N", "N", "N", "C", "C", "C", "C", "C", "C", "C", "C", "H", "H", "H", "H", "H", "H", "H", "H", "H", "H", "H", "H", "H", "H", "H", "H"], "positions_angstrom": [[-0.39263, -1.18280, -3.85373], [-2.09416, 1.67823, -0.71971], [-2.04712, -0.77522, 2.52828], [-1.00228, 2.28041, -1.76530], [2.38107, 1.49017, 0.25817], [-0.97122, -2.44629, -1.69053], [-0.93150, 0.76382, 0.34030], [0.90964, 0.20297, -1.08268], [1.01097, -0.17511, 1.24618], [-0.79102, -1.45267, 2.44549], [2.21315, 0.70772, 1.40630], [1.04563, -1.20277, -1.53642], [-0.19778, -1.73245, -2.20987], [-2.85173, 0.29701, -1.63064], [0.26485, 0.26523, 0.18172], [2.31557, 0.72906, -0.90261], [0.33589, -0.41648, 2.53121], [3.09342, 0.09778, 1.64486], [-2.64511, 0.38397, -2.69877], [-2.67730, -1.17624, 1.91554], [3.02344, -0.11231, -0.84658], [-3.93255, 0.40731, -1.47665], [1.11313, -0.74939, 3.22478], [-0.08305, 0.52048, 2.93609], [-0.71912, -2.03324, 1.51660], [-2.56211, -0.68835, -1.26442], [-1.21440, 3.20885, -1.95792], [2.01681, 1.41275, 2.22285], [1.29184, -1.87572, -0.70437], [-1.27500, 0.74297, 1.30119], [2.55814, 1.36491, -1.75600], [1.85516, -1.23769, -2.27079], [-0.69814, -2.15439, 3.28110]], "forces_ev_per_a": [[0.0, 0.1, -0.3], [0.3, 0.0, 0.0], [0.0, 0.2, -0.4], [-0.4, 0.3, -0.2], [-0.1, 0.0, 0.1], [-0.9, -0.8, 0.6], [0.1, -0.4, -0.3], [0.2, -0.1, 0.5], [-0.4, 0.6, 0.1], [0.1, -0.2, 0.1], [0.2, -0.1, 0.0], [0.2, -0.1, -0.1], [0.7, 0.7, -0.3], [-0.4, 0.0, 0.1], [0.3, 0.1, 0.0], [0.0, -0.1, -0.2], [0.0, 0.0, 0.1], [-0.1, 0.0, -0.2], [0.1, 0.0, 0.1], [0.1, -0.1, 0.3], [-0.1, 0.1, 0.0], [0.2, -0.1, -0.1], [-0.1, 0.0, -0.1], [0.1, -0.1, 0.0], [0.1, 0.1, 0.1], [0.0, 0.1, -0.1], [0.2, -0.2, 0.1], [0.0, -0.2, -0.1], [0.0, 0.1, -0.1], [0.0, -0.1, 0.0], [-0.1, 0.0, 0.2], [-0.1, 0.1, 0.1], [-0.1, 0.1, -0.1]], "lowdin_charge": [0.75, 0.93, -0.07, -0.29, -0.05, 0.08, 0.03, 0.00, -0.01, -0.20, -0.12, -0.15, -0.82, -0.25, -0.30, -0.14, -0.12, 0.15, 0.04, 0.10, 0.14, 0.04, 0.14, 0.14, 0.13, 0.02, 0.07, 0.15, 0.14, 0.08, 0.15, 0.13, 0.13]}